This record from the OMol25 dataset describes a 10-piece molecular cluster, C90H190N10O10 overall in a non-equilibrium geometry. The level of theory is ωB97M-V with the def2-TZVPD basis set.

Output
**Gap between HOMO and LUMO**: 8.67 eV
**HOMO**: -8.18 eV
**E_tot**: -131773.71033 eV
**SMILES**: CC1(C)CCCC(C)(C)N1O.CC1(C)CCCC(C)(C)N1O.CC1(C)CCCC(C)(C)N1O.CC1(C)CCCC(C)(C)N1O.CC1(C)CCCC(C)(C)N1O.CC1(C)CCCC(C)(C)N1O.CC1(C)CCCC(C)(C)N1O.CC1(C)CCCC(C)(C)N1O.CC1(C)CCCC(C)(C)N1O.CC1(C)CCCC(C)(C)N1O

XYZ file:
```
300
Properties=species:S:1:pos:R:3:lowdin_charge:R:1
C 16.54680 16.31557 21.33452 -0.026
C 15.66995 17.52991 21.09453 -0.452
C 16.47286 18.85254 21.31947 -0.100
C 15.80067 20.10982 20.80612 -0.164
C 15.46886 19.90162 19.31089 -0.109
C 14.69745 18.61823 19.00963 -0.471
N 15.36639 17.47321 19.63495 -0.076
O 14.60578 16.33283 19.29434 -0.069
C 13.23438 18.78168 19.46514 0.001
C 14.76034 18.41216 17.44884 -0.014
C 14.51862 17.49060 22.09988 -0.029
H 17.16700 16.19711 20.40321 0.076
H 16.04019 15.41866 21.49194 0.054
H 17.20468 16.29496 22.20696 0.089
H 16.76344 18.93652 22.42819 0.126
H 17.38400 18.82611 20.76142 0.091
H 16.42139 21.00326 20.90439 0.082
H 14.90545 20.38192 21.36580 0.070
H 16.38397 19.86619 18.71401 0.099
H 14.79963 20.66380 18.98019 0.101
H 12.67639 19.52785 18.93888 0.082
H 12.64288 17.85067 19.25759 0.079
H 13.23265 18.91893 20.51224 0.045
H 14.26387 17.46753 17.21370 0.068
H 14.20372 19.16839 16.90575 0.073
H 15.81890 18.48334 17.06255 0.084
H 13.96662 18.39150 22.33155 0.054
H 14.97674 17.27149 23.05125 0.061
H 13.89161 16.70644 21.75294 0.071
H 15.19378 15.70069 18.77015 0.100
C 13.71170 15.03864 25.92387 -0.036
C 14.53420 14.01382 25.15271 -0.506
C 15.82114 14.78386 24.79369 -0.169
C 16.97336 14.02426 24.23528 -0.196
C 17.27918 12.87492 25.12710 -0.166
C 16.13381 11.95873 25.55540 -0.474
N 15.03193 12.92762 26.01295 -0.045
O 13.91616 12.13031 26.41602 -0.038
C 15.81868 11.04681 24.33136 -0.038
C 16.54828 11.01162 26.69250 -0.036
C 13.78596 13.62480 23.82610 -0.010
H 14.28576 15.45823 26.82569 0.116
H 12.80611 14.62692 26.32595 0.074
H 13.54659 15.89393 25.26609 0.057
H 15.48666 15.56477 24.06951 0.098
H 16.13225 15.33572 25.67015 0.117
H 17.86859 14.68369 24.19952 0.123
H 16.77797 13.70392 23.15609 0.122
H 17.56392 13.24674 26.10276 0.123
H 18.02675 12.18321 24.72429 0.125
H 16.70245 10.39630 24.15542 0.092
H 15.04252 10.34367 24.53932 0.065
H 15.66683 11.59250 23.35792 0.072
H 16.73047 11.46862 27.64570 0.078
H 15.85162 10.23842 26.96412 0.073
H 17.47292 10.49260 26.39460 0.092
H 12.85674 13.01845 24.01393 0.093
H 14.45003 12.94197 23.23885 0.059
H 13.54582 14.50511 23.23295 0.068
H 13.56368 11.56554 25.73554 0.069
C 11.18027 15.58046 20.13981 -0.002
C 10.82465 14.11432 19.77947 -0.478
C 9.40358 13.92921 19.17198 -0.146
C 9.38681 14.38242 17.72545 -0.201
C 10.32282 13.48649 16.92824 -0.138
C 11.72808 13.62228 17.44993 -0.518
N 11.72904 13.30680 18.89807 -0.054
O 13.04081 13.31350 19.46834 -0.053
C 12.56546 12.55821 16.76865 -0.021
C 12.35760 14.97101 17.07546 -0.010
C 10.79901 13.29734 21.06930 -0.054
H 12.11922 15.85214 19.64701 0.042
H 11.25874 15.66404 21.22149 0.081
H 10.47285 16.26116 19.75835 0.068
H 9.23876 12.86351 19.13953 0.102
H 8.56175 14.36213 19.80898 0.149
H 9.48789 15.48368 17.60753 0.112
H 8.35088 14.17858 17.38317 0.116
H 10.31495 13.87564 15.88596 0.132
H 9.93024 12.46324 16.99246 0.132
H 13.56169 12.56090 17.20616 0.062
H 12.17750 11.56200 16.86675 0.085
H 12.60235 12.68992 15.69510 0.082
H 12.60676 15.02379 15.99553 0.072
H 11.67079 15.83239 17.20627 0.089
H 13.30012 15.06605 17.60023 0.056
H 10.27934 13.83409 21.84206 0.073
H 11.80760 13.04570 21.50865 0.085
H 10.28499 12.33167 20.88874 0.092
H 13.15260 14.26138 19.69724 0.080
C 19.18319 20.35346 18.51249 -0.023
C 20.32308 19.29987 18.63469 -0.495
C 21.45296 19.91817 19.37201 -0.134
C 22.52076 18.85757 19.69521 -0.146
C 21.87749 17.66109 20.38691 -0.133
C 20.66564 17.00884 19.65804 -0.533
N 19.74242 18.15215 19.41548 -0.009
O 18.71425 17.55950 18.59010 -0.078
C 21.11920 16.21085 18.50480 -0.045
C 20.02230 16.09124 20.68540 -0.030
C 20.74250 19.01158 17.19937 -0.017
H 19.54848 21.23899 17.98640 0.084
H 18.81648 20.68920 19.46013 0.065
H 18.44894 19.85752 17.88627 0.053
H 21.88752 20.57034 18.64612 0.116
H 21.14059 20.41772 20.25102 0.092
H 23.27297 19.25968 20.38780 0.112
H 23.01660 18.48282 18.78682 0.108
H 21.44723 17.89053 21.37756 0.099
H 22.61540 16.88004 20.56444 0.121
H 21.58768 15.27995 18.87610 0.100
H 20.28619 15.91436 17.86473 0.057
H 21.93166 16.63077 17.90783 0.078
H 19.93414 16.64337 21.61204 0.061
H 19.08546 15.53073 20.41942 0.068
H 20.76366 15.23941 20.85469 0.110
H 20.94600 19.94843 16.73544 0.088
H 19.99902 18.37801 16.73508 0.084
H 21.56940 18.35452 17.21882 0.043
H 17.87942 17.54506 19.11979 0.072
C 19.11981 25.92749 19.88195 -0.019
C 17.82074 25.01418 19.94069 -0.466
C 17.19224 25.39515 21.36135 -0.115
C 15.71558 25.05070 21.49464 -0.201
C 14.87271 25.47110 20.32506 -0.140
C 15.42480 25.11447 18.96876 -0.456
N 16.88317 25.51557 18.93960 -0.129
O 17.39863 25.40379 17.69525 -0.028
C 15.20197 23.60798 18.62929 -0.015
C 14.70869 25.93569 17.84165 -0.028
C 18.14404 23.52577 19.93011 -0.027
H 19.80469 25.68312 19.03531 0.082
H 19.70928 25.81808 20.79450 0.072
H 18.72345 26.92104 19.69069 0.083
H 17.85137 24.80619 22.08324 0.108
H 17.38004 26.46818 21.61842 0.125
H 15.41151 25.51066 22.37503 0.090
H 15.64765 23.98155 21.71643 0.089
H 14.87334 26.55828 20.43591 0.130
H 13.90976 25.07642 20.57425 0.106
H 14.09379 23.44200 18.53726 0.107
H 15.69859 23.37579 17.70898 0.050
H 15.55517 23.00906 19.46385 0.048
H 14.78058 25.58924 16.81213 0.068
H 13.57123 25.79330 17.97866 0.104
H 14.81332 26.99107 18.02540 0.073
H 18.72712 23.34524 19.02821 0.076
H 17.36343 22.81260 20.05484 0.043
H 18.89302 23.33138 20.73042 0.071
H 17.53634 24.46618 17.49757 0.054
C 13.52134 16.63272 11.38165 -0.023
C 12.96517 16.04844 12.73553 -0.482
C 13.97146 16.35517 13.79121 -0.145
C 14.08700 17.84038 14.30628 -0.165
C 12.70400 18.29895 14.68174 -0.146
C 11.59545 18.07535 13.60828 -0.441
N 11.68033 16.57139 13.29209 -0.061
O 10.68840 16.36612 12.23591 -0.061
C 10.21970 18.15065 14.29950 -0.042
C 11.72019 19.01626 12.35462 -0.002
C 12.76479 14.46436 12.48925 -0.009
H 14.12978 15.86211 10.88719 0.090
H 14.21020 17.44328 11.51026 0.062
H 12.68481 16.83069 10.80954 0.048
H 13.92767 15.74670 14.70158 0.086
H 14.97176 16.04114 13.35137 0.135
H 14.46640 18.41745 13.47026 0.091
H 14.79616 17.98664 15.05287 0.047
H 12.69613 19.41034 14.78352 0.125
H 12.42221 17.90758 15.69725 0.116
H 9.39683 18.13350 13.63934 0.058
H 10.04870 17.29621 14.96665 0.084
H 10.05128 19.10633 14.76850 0.079
H 11.11099 18.58767 11.57404 0.071
H 11.34415 19.99096 12.57247 0.073
H 12.75304 19.02697 11.96810 0.070
H 13.74071 13.94948 12.53082 0.086
H 12.29508 14.40477 11.50918 0.069
H 12.06684 14.06822 13.22916 0.062
H 10.26473 15.56057 12.56472 0.098
C 15.79067 11.22592 19.46031 -0.020
C 16.96274 11.90163 18.74243 -0.527
C 17.78599 10.83864 18.03068 -0.165
C 18.88082 11.38061 17.22298 -0.175
C 18.30524 12.44437 16.27160 -0.124
C 17.37734 13.51542 16.81467 -0.501
N 16.40783 12.80364 17.74934 -0.047
O 15.65912 13.84437 18.39292 -0.100
C 18.27588 14.63638 17.39362 -0.035
C 16.52326 14.13869 15.74077 -0.046
C 17.78847 12.60637 19.81142 -0.020
H 15.14836 10.91925 18.60678 0.101
H 15.22110 11.88562 20.12093 0.079
H 16.15822 10.36982 19.94230 0.068
H 18.25958 10.25272 18.79816 0.122
H 17.10320 10.18333 17.50088 0.128
H 19.36024 10.61909 16.56876 0.132
H 19.59264 11.71179 17.92034 0.084
H 17.69206 11.91989 15.56175 0.112
H 19.10399 12.95458 15.74738 0.117
H 18.92617 14.27255 18.16214 0.052
H 18.90262 14.86033 16.53607 0.080
H 17.64731 15.51999 17.75062 0.105
H 15.74782 14.67414 16.28647 0.058
H 17.10604 14.91638 15.03144 0.141
H 15.98622 13.42144 15.12565 0.078
H 18.88774 12.58325 19.62485 0.087
H 17.58290 12.15218 20.77797 0.077
H 17.58086 13.66334 19.92938 0.057
H 14.73241 13.44138 18.51803 0.082
C 12.14140 18.48669 24.75719 -0.054
C 12.79686 19.79568 24.99520 -0.458
C 14.37049 19.80746 25.00360 -0.103
C 14.85757 21.20422 24.85288 -0.190
C 14.47142 21.92888 23.59581 -0.124
C 12.93978 21.94265 23.52561 -0.555
N 12.47448 20.61705 23.72580 -0.038
O 11.00747 20.65848 23.64488 -0.030
C 12.38616 23.03492 24.46707 0.002
C 12.58327 22.31212 22.11050 -0.032
C 12.23644 20.31720 26.31366 -0.030
H 12.23719 17.99669 23.82247 0.063
H 11.06923 18.61093 25.00543 0.099
H 12.49481 17.75606 25.48406 0.074
H 14.79031 19.42574 25.94604 0.130
H 14.78173 19.13600 24.23503 0.095
H 15.90523 21.29893 24.99308 0.081
H 14.33510 21.73013 25.62062 0.089
H 14.94757 21.51093 22.66382 0.098
H 14.92769 22.94724 23.66565 0.128
H 12.75419 23.96566 24.12718 0.072
H 11.29387 23.06809 24.40397 0.095
H 12.72766 22.84881 25.44617 0.050
H 11.50734 22.46647 21.86642 0.104
H 13.15685 23.18070 21.88716 0.057
H 12.96439 21.58466 21.38144 0.079
H 11.20725 20.79248 26.14355 0.118
H 12.77714 21.08514 26.76737 0.044
H 12.06873 19.50522 27.01968 0.088
H 10.85379 20.25443 22.80774 0.082
C 19.48646 24.23199 15.32555 -0.025
C 18.36057 23.57378 14.52988 -0.481
C 18.97714 23.27067 13.12379 -0.138
C 18.16706 22.32422 12.22104 -0.165
C 17.85111 21.03977 13.03447 -0.144
C 17.18350 21.25550 14.37198 -0.461
N 18.00457 22.25357 15.13017 -0.064
O 17.38513 22.49836 16.40953 -0.070
C 15.68340 21.53784 14.31318 -0.012
C 17.40044 19.88477 15.20036 -0.008
C 17.17034 24.51473 14.37250 -0.018
H 20.12830 24.83436 14.69772 0.085
H 20.22022 23.47245 15.68303 0.099
H 19.19174 24.70945 16.20247 0.036
H 19.13404 24.22308 12.65068 0.110
H 19.97572 22.83920 13.16633 0.118
H 18.81764 22.02727 11.41342 0.097
H 17.22768 22.67272 11.72466 0.118
H 18.84891 20.65351 13.35624 0.128
H 17.36197 20.29486 12.43139 0.114
H 15.19608 21.23317 15.26783 0.083
H 15.49900 22.62615 14.23264 0.073
H 15.15257 21.01503 13.53710 0.070
H 17.01071 19.08342 14.66998 0.052
H 18.45120 19.66654 15.34699 0.072
H 16.89317 19.91830 16.13718 0.032
H 16.42287 24.30777 15.12779 0.063
H 16.74290 24.41483 13.34812 0.095
H 17.49947 25.50737 14.48324 0.072
H 17.80221 21.77347 16.96067 0.088
C 21.55008 18.96882 25.28493 -0.030
C 20.24951 19.69454 24.91211 -0.518
C 19.72556 20.34998 26.18216 -0.148
C 18.65954 21.35539 25.94236 -0.188
C 19.15291 22.43661 25.04192 -0.141
C 19.66370 21.90110 23.70866 -0.444
N 20.66097 20.78047 23.96845 -0.044
O 21.13733 20.15244 22.73888 -0.048
C 18.40685 21.47266 22.85848 -0.021
C 20.43772 23.00724 22.96430 -0.023
C 19.26665 18.65336 24.35232 -0.009
H 21.87582 18.43576 24.41435 0.064
H 21.27691 18.19763 26.03101 0.100
H 22.25314 19.73286 25.57193 0.086
H 19.33756 19.57287 26.83689 0.125
H 20.54945 20.72817 26.74009 0.112
H 18.17476 21.71461 26.81023 0.109
H 17.85731 20.80870 25.43745 0.086
H 19.88125 23.01180 25.53535 0.105
H 18.35002 23.15264 24.86282 0.126
H 17.71019 20.75983 23.25687 0.033
H 17.78220 22.35408 22.70729 0.074
H 18.64361 20.99042 21.92393 0.069
H 21.29607 23.28281 23.66393 0.115
H 20.89788 22.48855 22.14737 0.059
H 19.79662 23.81581 22.64348 0.055
H 19.73790 18.16790 23.48714 0.073
H 18.28791 19.06557 24.06522 0.055
H 19.15319 17.98976 25.20756 0.085
H 22.08787 20.27426 22.75175 0.098
```